[1]
# C28H54Br7Cl5KN2NaO7P

C28H54Br7Cl5KN2NaO7P as an isolated structure in a non-equilibrium geometry (wB97M-V/def2-TZVPD, OMol25).

Properties
energy relative to the best compared isomer or geometry (same formula, charge and spin): 393.85 kJ/mol
2S+1: 1
F_max: 4.971 eV Å⁻¹
electronic energy: -23157.2585 hartree
net charge: +1

Geometry (Å):
C -0.296875 2.942003 3.044602
C 0.687832 3.099716 1.809690
C 0.079539 2.620938 0.418569
C 1.210030 1.813608 -0.371628
C 1.268738 0.305343 0.206381
C 2.731492 -0.075921 0.556942
P 3.474716 -1.747477 0.021445
N 4.504018 -1.038094 -1.236683
C 5.136687 -1.772059 -2.075771
C 5.224747 -1.135030 -3.572636
C 5.845549 -3.202580 -1.935009
C 2.663644 -2.733136 1.526363
Br 1.341866 -2.005966 2.798386
C 2.954537 -4.100907 1.796763
C 3.889515 -5.033702 0.930249
Br 2.137333 -5.044965 3.344280
C 2.387746 -2.727933 -1.118740
C 0.941250 -3.172935 -0.547949
C 2.056529 -2.245658 -2.600649
C 1.896599 -0.727832 -2.935017
C 5.097845 -1.969408 1.023706
Cl 4.845271 -1.714539 2.861580
C 6.263216 -0.848005 0.780528
C 5.892723 0.646895 1.066772
Cl 7.551222 -1.262071 2.085302
H 0.255699 2.637826 3.988215
H -0.802696 3.923674 3.292069
H -1.076451 2.165431 2.815696
H 0.893782 4.211187 1.705956
H 1.676371 2.589834 2.038137
H -0.258387 3.479227 -0.235212
H -0.826424 1.987749 0.632333
H 0.831027 1.748092 -1.440685
H 2.197127 2.344543 -0.324226
H 0.670492 -0.307225 -0.505916
H 0.668527 0.359653 1.169066
H 2.965661 0.158715 1.637650
H 3.396066 0.648796 -0.016649
H 4.660614 -1.760922 -4.320978
H 4.872613 -0.069897 -3.573522
H 6.339998 -1.217498 -3.870904
H 5.010986 -4.002023 -2.000980
H 6.508516 -3.417874 -2.852188
H 6.517848 -3.342778 -1.044514
H 4.435460 -4.532562 0.061997
H 4.600858 -5.562238 1.632721
H 3.210461 -5.885154 0.498587
H 2.907091 -3.733742 -1.277499
H 0.203352 -3.384367 -1.383413
H 0.988580 -4.180076 -0.031287
H 0.434873 -2.394129 0.073558
H 2.885023 -2.654614 -3.279598
H 1.156308 -2.753701 -3.067622
H 2.413945 0.025020 -2.288524
H 0.790776 -0.470167 -2.901314
H 2.209048 -0.500761 -4.013568
H 5.629750 -2.949754 0.894484
H 6.851512 -0.985700 -0.160787
H 5.734594 1.170877 0.072333
H 5.025706 0.838054 1.742446
H 6.792491 1.149612 1.532713
O -1.532461 -5.068965 -0.027912
H -1.812428 -4.180667 0.223826
H -1.137336 -5.425314 0.776405
C -2.799907 -2.201467 4.232198
Br -4.303345 -1.007636 3.949860
Br -3.138954 -3.430412 5.688399
Br -2.323169 -3.126403 2.596771
H -1.943749 -1.597678 4.518865
K 8.105097 -1.908977 -3.929950
O 1.433711 0.468937 -7.037785
Cl 1.232519 -0.962966 -7.122129
O 0.199397 -1.360426 -6.188530
O 2.470826 -1.641445 -6.787690
O 0.836779 -1.318594 -8.462451
C 0.247924 3.799352 -6.118812
Cl 0.500860 4.790150 -4.672915
Cl -1.381488 3.122487 -6.158159
H 0.393573 4.418612 -7.000096
H 0.966281 2.982378 -6.117629
O -3.773810 1.369579 6.375204
H -2.991381 1.930325 6.340428
H -3.842068 1.005991 5.483802
N -4.436802 2.593799 2.131115
C -4.491930 3.454007 1.105381
C -5.633623 3.691526 0.357111
C -6.786813 2.996303 0.685216
C -6.755119 2.098851 1.741442
C -5.562082 1.937943 2.427704
H -3.562952 3.971305 0.885578
H -5.621624 4.400477 -0.460489
H -7.700967 3.152497 0.123821
H -7.639640 1.537310 2.025218
H -5.489960 1.248462 3.263567
Na 4.000448 -5.160530 -1.485594
Br -10.054089 1.634807 1.844781
C -10.412803 1.960466 3.732131
C -11.244969 3.202175 3.924930
Br -10.171085 4.813673 3.710547
H -9.448382 2.007819 4.235095
H -10.953693 1.078423 4.074932
H -11.631092 3.250665 4.943054
H -12.073127 3.276815 3.223044
O -6.694853 5.655195 -1.857112
H -6.587041 6.548591 -1.512002
H -7.011639 5.789160 -2.757222

Cartesian forces (eV/Å) of the 2 atoms listed first:
0.25 0.10 0.18
-0.45 0.91 0.16



[2]
# C4H11O

A 2-piece molecular cluster, C4H11O overall in a non-equilibrium geometry (wB97M-V/def2-TZVPD, OMol25).

Properties
energy relative to the best compared isomer or geometry (same formula, charge and spin): 94.12 kJ/mol
2S+1: 1
F_max: 2.576 eV Å⁻¹
electronic energy: -234.1754 hartree
net charge: -1

Geometry (Å):
C 3.419169 0.731527 -0.387440
O 4.094524 -0.452545 -0.319156
H 3.129039 1.136102 0.607215
H 2.405787 0.571716 -0.918656
H 3.833147 1.598644 -0.938914
C -2.502607 -1.186484 0.070652
C -1.651919 0.015088 -0.363392
C -0.569623 0.274809 0.738769
H -2.099426 -2.013905 -0.548249
H -2.326374 -1.625274 1.065546
H -3.526288 -1.062065 -0.283731
H -1.150881 -0.017675 -1.365769
H -2.137121 1.007265 -0.478968
H -0.052421 1.209415 0.544048
H 0.168559 -0.509359 0.855290
H -1.033559 0.322742 1.722758

Cartesian forces (eV/Å) of the 2 atoms listed first:
-1.14 -1.74 -0.20
0.19 0.96 -0.14



[3]
# C34H43CeN4O

C34H43CeN4O as an isolated structure (wB97M-V/def2-TZVPD, OMol25).

Properties
energy relative to the best compared isomer or geometry (same formula, charge and spin): 0.00 kJ/mol
2S+1: 1
F_max: 0.746 eV Å⁻¹
electronic energy: -2090.5838 hartree
net charge: +1

Geometry (Å):
Ce 0.113054 -0.117903 -0.109311
C 1.162240 1.752341 3.384219
C 0.271151 0.513099 3.481513
C -1.129109 0.738648 2.859292
N -1.415408 -0.149575 1.734608
C -2.180834 -1.233536 1.904320
C -2.585517 -1.716001 3.158968
C -3.560942 -2.633525 3.519392
C -4.486226 -3.295543 2.732643
C -4.524232 -3.274205 1.349279
C -3.608378 -2.734421 0.459872
C -2.434439 -1.996038 0.676230
N -1.505932 -1.847231 -0.269800
C -1.555987 -2.669895 -1.469095
C -0.220174 -2.618253 -2.199031
C 0.974900 -3.102872 -1.380516
N 1.443980 -2.069117 -0.468547
C 2.520322 -2.290163 0.296710
C 3.288359 -3.456069 0.176976
C 4.355190 -3.952646 0.915392
C 4.905870 -3.488753 2.092637
C 4.517792 -2.334995 2.752777
C 3.651510 -1.336261 2.345016
C 2.880529 -1.168788 1.179939
N 2.315302 -0.001095 0.847528
C 2.769185 1.268976 1.420001
C 1.623227 2.122537 1.969875
H 2.049596 1.615432 4.007474
H 0.620594 2.598803 3.813386
H 0.170636 0.227501 4.530127
H 0.752166 -0.337233 2.993198
H -1.196957 1.763237 2.484679
H -1.888484 0.649419 3.631275
H -2.054966 -1.279387 3.996203
H -3.641349 -2.807990 4.586273
H -5.238057 -3.884537 3.240150
H -5.348167 -3.807563 0.889503
H -3.808164 -2.942063 -0.583795
H -2.338814 -2.318162 -2.149923
H -1.791814 -3.705058 -1.209858
H -0.022202 -1.592593 -2.542769
H -0.300163 -3.218524 -3.103179
H 1.768082 -3.376578 -2.081255
H 0.699099 -4.008459 -0.827944
H 3.002896 -4.089324 -0.651608
H 4.775385 -4.875531 0.531635
H 5.684173 -4.085544 2.548221
H 4.988414 -2.159213 3.713356
H 3.576035 -0.511148 3.041112
H 3.250781 1.819247 0.609684
H 3.521196 1.149609 2.196952
H 0.780701 2.087401 1.264165
H 1.950600 3.161851 1.967535
C -3.281165 0.808825 -1.646552
C -3.027185 2.316333 -1.572018
C -2.801005 2.794755 -0.131846
C -1.926641 2.752759 -2.524740
C -2.259033 3.565689 -3.602593
C -1.300113 4.021347 -4.492253
C 0.025673 3.678331 -4.287984
C 0.408570 2.871778 -3.223168
C 1.887258 2.601089 -3.000762
C 2.274564 1.121673 -2.985847
C 2.399983 3.329177 -1.753017
C -0.584222 2.392537 -2.361821
O -0.217338 1.562718 -1.330326
H -4.047647 0.501690 -0.931477
H -2.368052 0.267516 -1.416334
H -3.593265 0.511637 -2.648861
H -3.936493 2.809605 -1.917552
H -1.913357 2.341447 0.312844
H -3.657746 2.530580 0.492429
H -2.673513 3.877803 -0.100302
H -3.296840 3.846264 -3.738864
H -1.581537 4.648995 -5.327273
H 0.790397 4.049358 -4.961275
H 2.401098 3.038104 -3.858490
H 1.915233 0.628371 -2.085635
H 3.360795 1.013231 -2.994195
H 1.869903 0.592391 -3.850913
H 1.867572 2.992507 -0.861693
H 2.249324 4.405472 -1.843294
H 3.468130 3.145709 -1.611675

Cartesian forces (eV/Å) of the 2 atoms listed first:
0.07 0.02 -0.24
0.00 0.00 -0.03



[4]
# C3H6N4O

The molecule C3H6N4O in a non-equilibrium geometry (wB97M-V/def2-TZVPD, OMol25).

Properties
energy relative to the best compared isomer or geometry (same formula, charge and spin): 579.62 kJ/mol
2S+1: 1
F_max: 5.853 eV Å⁻¹
SMILES: C=N/N=C\C(=O)NN
electronic energy: -411.9882 hartree
net charge: 0

Geometry (Å):
C 0.687242 2.102154 -1.019331
N 0.011685 1.047004 -0.739186
N -0.753538 1.208203 0.418674
C -0.518807 0.263171 1.302272
C 0.565087 -0.855724 1.203461
O 1.840486 -0.718355 1.412690
N 0.094452 -1.865873 0.335920
N -1.058583 -1.599695 -0.308367
H 0.938276 3.048244 -0.531295
H 0.900170 2.407711 -2.034190
H -1.399812 0.568148 2.092426
H 0.970447 -2.277402 -0.239746
H -0.990997 -0.779451 -1.144918
H -1.286109 -2.548134 -0.748409

Cartesian forces (eV/Å) of the 2 atoms listed first:
-0.49 0.60 -1.43
0.31 2.84 -0.61



[5]
# C17H20N2O8P

A 2-piece molecular cluster, C17H20N2O8P overall in a non-equilibrium geometry (wB97M-V/def2-TZVPD, OMol25).

Properties
2S+1: 1
F_max: 6.078 eV Å⁻¹
electronic energy: -1712.3325 hartree
net charge: -1

Geometry (Å):
C -1.998586 -1.532214 2.949501
C -2.613893 -1.493987 1.451880
C -1.751865 -0.651645 0.378418
P -0.490408 0.381218 1.338549
O -1.134535 1.465233 2.264539
C -2.796684 0.431714 -0.266254
O -2.472206 1.666248 -0.389359
O -4.029373 0.030362 -0.735629
N -1.215328 -1.422483 -0.774591
C 0.158877 -1.944039 -0.601587
C 0.389341 -2.943173 0.631673
O -0.428074 -3.779091 1.085465
C 1.861968 -2.897365 1.315303
C 3.024027 -3.408104 0.377131
C 4.503188 -3.399659 0.831506
C 4.819637 -2.868625 2.260361
C 3.659637 -2.392969 3.196286
C 2.148758 -2.396618 2.751172
O -2.091898 -2.340960 -1.280428
C -2.093625 -2.089502 -2.695938
N -1.932989 -2.021850 -3.888784
H -2.146444 -0.562347 3.537731
H -0.914007 -1.926830 2.985063
H -2.618802 -2.333849 3.514818
H -2.823997 -2.576790 1.164038
H -3.649530 -0.988791 1.560906
H 0.335504 1.132442 0.406976
H 0.399588 -0.374199 2.164636
H 0.979634 -1.126917 -0.594216
H 0.391199 -2.566107 -1.554931
H 2.766984 -3.783159 -0.681906
H 5.283776 -3.754793 0.074874
H 5.917556 -2.830322 2.595136
H 3.928806 -2.001508 4.229715
H 1.301101 -2.024322 3.410796
C -1.901291 5.211800 -2.635275
C -0.542472 4.668789 -3.019631
C -0.129650 3.472029 -2.217519
O 1.292342 3.551463 -2.267732
C 1.597046 4.872000 -2.396063
O 2.695276 5.333427 -2.248866
O 0.489302 5.604381 -2.709290
H -2.107476 6.141181 -3.173454
H -2.690357 4.491408 -2.860884
H -1.939970 5.452582 -1.569509
H -0.504794 4.468725 -4.096772
H -0.484868 2.534649 -2.648450
H -0.440425 3.522569 -1.169409

Cartesian forces (eV/Å) of the 2 atoms listed first:
-0.75 -1.19 0.38
-0.54 0.12 1.47



[6]
# C2H6ClN

A 2-piece molecular cluster, C2H6ClN overall in a non-equilibrium geometry (wB97M-V/def2-TZVPD, OMol25).

Properties
energy relative to the best compared isomer or geometry (same formula, charge and spin): 180.62 kJ/mol
2S+1: 1
F_max: 4.552 eV Å⁻¹
electronic energy: -594.6834 hartree
net charge: 0

Geometry (Å):
C -0.238002 0.680037 -0.849287
C -0.605274 0.063809 0.464683
N 0.736387 -1.398468 0.708679
Cl -0.411683 1.097353 1.826508
H -0.903574 1.514688 -1.078200
H -0.323517 -0.058603 -1.643596
H 0.781604 1.061629 -0.824603
H -1.515902 -0.514617 0.513208
H 0.991446 -1.574819 -0.257745
H 1.488515 -0.871009 1.140353

Cartesian forces (eV/Å) of the 2 atoms listed first:
-0.19 0.17 0.06
3.23 -3.20 -0.11



- Look up the 2S+1 of the first one.
  1



- electronic energy of number 2 (C4H11O)?
  -234.1754 hartree



What did the second record say?
# C4H11O

A 2-piece molecular cluster, C4H11O overall in a non-equilibrium geometry (wB97M-V/def2-TZVPD, OMol25).

Properties
energy relative to the best compared isomer or geometry (same formula, charge and spin): 94.12 kJ/mol
2S+1: 1
F_max: 2.576 eV Å⁻¹
electronic energy: -234.1754 hartree
net charge: -1

Geometry (Å):
C 3.419169 0.731527 -0.387440
O 4.094524 -0.452545 -0.319156
H 3.129039 1.136102 0.607215
H 2.405787 0.571716 -0.918656
H 3.833147 1.598644 -0.938914
C -2.502607 -1.186484 0.070652
C -1.651919 0.015088 -0.363392
C -0.569623 0.274809 0.738769
H -2.099426 -2.013905 -0.548249
H -2.326374 -1.625274 1.065546
H -3.526288 -1.062065 -0.283731
H -1.150881 -0.017675 -1.365769
H -2.137121 1.007265 -0.478968
H -0.052421 1.209415 0.544048
H 0.168559 -0.509359 0.855290
H -1.033559 0.322742 1.722758

Cartesian forces (eV/Å) of the 2 atoms listed first:
-1.14 -1.74 -0.20
0.19 0.96 -0.14